Record 1
2 unconnected molecules or ions with the total composition C3H6BrP. Source: OMol25; level of theory: the ωB97M-V functional and the def2-TZVPD basis.

Element x y z (Å)
C  -0.875  -0.203  -0.473
C  0.126  0.807  -0.956
C  -0.757  -0.605  0.962
P  -2.065  -0.819  -1.462
Br  -4.466  -2.976  1.543
H  0.959  0.882  -0.259
H  0.510  0.548  -1.942
H  -0.343  1.788  -1.034
H  -0.808  0.282  1.595
H  0.217  -1.073  1.129
H  -1.541  -1.302  1.260

Cartesian forces, eV/Å:
-0.5600 -0.2959 -0.4104
0.0996 0.0963 -0.1023
-0.0464 -0.0868 0.1295
0.1204 -0.0294 0.3171
0.1309 0.1111 -0.1524
0.1054 0.0244 -0.0116
0.0380 0.0550 -0.0183
0.0489 0.0639 0.0489
0.0134 0.0317 0.0962
0.0025 0.0086 0.0478
0.0472 0.0212 0.0554

The value obtained for the lowest unoccupied orbital energy (spin up / spin down) is -0.0331 / -0.1289 Ha. As for the HOMO energy (spin up / spin down): -9.11 / -8.13 eV. As for the spin multiplicity: 1.

***

Record 2
A molecular structure, C3H4O3Pr at a distorted geometry. Source: OMol25; level of theory: the ωB97M-V functional and the def2-TZVPD basis.

Element x y z (Å)
C  -2.699  1.252  -0.016
C  -2.750  -0.067  0.512
O  -2.088  -1.080  0.050
C  -1.315  -1.097  -1.106
O  -0.719  -0.057  -1.488
O  -1.407  -2.100  -1.818
H  -1.675  1.298  -0.720
H  -3.117  -0.253  1.527
H  -3.439  1.324  -0.828
Pr  0.470  -1.529  -3.462
H  -2.969  1.958  0.788

Cartesian forces, eV/Å:
1.7314 -0.2062 -1.9344
1.4744 0.6911 1.0445
0.1034 -1.0047 -0.3663
-1.5105 2.4051 -0.2825
1.6328 -1.4861 -0.9220
1.8069 -1.3961 -1.4601
-2.6608 0.7883 2.5167
-0.5003 -0.4339 -0.3161
-0.4505 0.2027 0.0013
-2.0394 0.3154 2.3113
0.4127 0.1245 -0.5924

The value obtained for the lowest unoccupied orbital energy (spin up / spin down) is -0.6757 / -0.5927 Ha. As for the expectation value of S²: 2.094. As for the HOMO energy (spin up / spin down): -23.76 / -23.91 eV. Its total charge is +3. As for the spin multiplicity: 3.

***

Record 3
C2H3BrN2O2 in the gas phase at a distorted geometry. Source: OMol25; level of theory: the ωB97M-V functional and the def2-TZVPD basis.

Element x y z (Å)
C  -0.148  -0.794  0.111
C  -1.108  -0.032  -0.779
N  0.884  -0.611  0.761
N  1.734  0.574  0.666
O  1.996  1.147  1.659
O  2.071  0.871  -0.478
Br  -2.606  0.575  0.312
H  -0.884  0.811  -1.248
H  -0.533  -1.777  0.442
H  -1.405  -0.766  -1.446

Cartesian forces, eV/Å:
-2.3102 -0.2816 0.0220
-0.0808 -2.3520 3.2217
3.3001 0.5042 1.8003
-1.7701 0.0759 -3.3058
0.3446 0.1420 1.4269
0.0906 -0.3522 0.8382
-0.0739 -0.3985 0.0627
1.9380 3.4209 -1.9438
-0.2688 0.3700 -0.7006
-1.1693 -1.1287 -1.4216

The value obtained for the lowest unoccupied orbital energy is -0.0162 Ha. As for the HOMO energy: -10.70 eV. As for the spin multiplicity: 1. The structure (SMILES) is O=[N+]([O-])/N=C\CBr.

***

Record 4
6 unconnected molecules or ions with the total composition C24H66N6O6 at a distorted geometry. Source: OMol25; level of theory: the ωB97M-V functional and the def2-TZVPD basis.

Element x y z (Å)
C  4.456  -2.316  0.475
C  2.962  -2.274  0.044
C  2.393  -3.639  -0.277
O  3.146  -4.163  -1.335
C  2.564  -5.383  -1.681
N  2.217  -1.590  1.078
H  4.783  -1.318  0.703
H  5.014  -2.838  -0.358
H  4.498  -2.900  1.391
H  2.845  -1.752  -0.920
H  1.303  -3.538  -0.560
H  2.499  -4.280  0.667
H  2.527  -6.097  -0.859
H  3.043  -5.789  -2.593
H  1.546  -5.192  -2.026
H  1.208  -1.497  0.837
H  2.209  -2.158  1.941
C  1.553  2.728  -0.992
C  2.735  3.147  -0.126
C  2.945  2.286  1.052
O  1.946  2.395  2.001
C  2.200  1.638  3.106
N  3.849  3.265  -0.986
H  1.860  1.826  -1.537
H  1.335  3.538  -1.671
H  0.703  2.550  -0.377
H  2.473  4.149  0.120
H  3.865  2.523  1.509
H  3.003  1.217  0.716
H  1.183  1.639  3.630
H  3.055  2.007  3.768
H  2.435  0.608  2.805
H  4.681  3.738  -0.593
H  4.142  2.374  -1.343
C  3.729  -0.522  -5.261
C  3.195  0.574  -4.350
C  1.680  0.536  -4.289
O  1.182  0.756  -5.603
C  -0.163  1.050  -5.508
N  3.620  0.461  -2.934
H  3.244  -1.488  -4.925
H  4.801  -0.618  -5.335
H  3.396  -0.355  -6.287
H  3.414  1.599  -4.676
H  1.274  1.348  -3.663
H  1.336  -0.420  -3.936
H  -0.394  1.616  -6.423
H  -0.423  1.711  -4.629
H  -0.746  0.154  -5.401
H  3.228  -0.357  -2.494
H  4.627  0.377  -2.810
C  -2.157  0.912  4.138
C  -1.807  -0.442  4.731
C  -2.862  -1.521  4.604
O  -3.087  -1.838  3.233
C  -4.122  -2.791  3.104
N  -0.537  -0.922  4.197
H  -3.151  1.311  4.436
H  -2.197  0.729  3.069
H  -1.334  1.661  4.224
H  -1.646  -0.402  5.769
H  -3.760  -1.200  5.128
H  -2.471  -2.405  5.123
H  -4.213  -2.990  2.033
H  -5.102  -2.432  3.442
H  -3.757  -3.717  3.611
H  -0.551  -0.979  3.160
H  -0.457  -1.866  4.472
C  -1.572  0.175  -0.217
C  -1.696  -1.326  -0.555
C  -0.850  -1.672  -1.760
O  -0.879  -3.072  -1.872
C  -0.316  -3.496  -3.069
N  -1.198  -2.059  0.618
H  -0.530  0.445  -0.025
H  -2.254  0.438  0.622
H  -1.859  0.776  -1.081
H  -2.739  -1.582  -0.810
H  0.192  -1.354  -1.541
H  -1.153  -1.145  -2.729
H  -0.879  -3.037  -3.885
H  -0.360  -4.577  -3.191
H  0.750  -3.171  -3.235
H  -1.363  -3.041  0.440
H  -1.827  -1.832  1.374
C  -5.911  3.025  0.246
C  -4.863  2.595  1.148
C  -3.594  3.506  1.050
O  -2.620  3.207  2.058
C  -1.516  4.018  2.039
N  -5.387  2.710  2.512
H  -5.631  2.817  -0.795
H  -6.133  4.104  0.396
H  -6.796  2.439  0.456
H  -4.536  1.574  1.030
H  -3.882  4.522  1.162
H  -3.242  3.515  0.000
H  -1.771  4.953  2.535
H  -1.159  4.163  1.037
H  -0.667  3.620  2.617
H  -4.664  2.907  3.180
H  -6.059  3.422  2.689

Cartesian forces, eV/Å:
-1.0562 -1.1835 -1.5476
0.3996 0.1955 -0.0790
-0.0295 0.1653 1.3268
-0.1229 -0.4708 0.1688
-0.2874 -0.3530 -1.7363
-1.3417 0.0941 0.5896
0.3534 0.3796 -0.1821
-0.2048 0.7603 1.1592
0.2369 -0.2064 0.0867
0.2318 0.4099 0.3965
0.8928 -0.2165 0.3451
-0.3287 0.4072 -1.0960
0.2394 -0.1183 0.0447
0.2716 0.0247 0.7548
-0.3409 -0.1389 0.2757
0.8312 -0.1493 0.0946
0.1699 0.3844 -0.5480
0.8682 -0.5244 -0.0359
-1.4563 0.7374 -1.0077
-0.1491 -1.7565 -0.4258
-0.7919 1.4092 -0.9168
-1.0824 -0.8822 2.1067
2.2962 0.6578 -0.6104
-0.3801 0.1273 -0.0200
-0.0802 0.0877 -0.4283
-0.8397 -0.3297 0.4714
-0.0415 0.9775 1.1021
1.5760 0.3757 0.5865
0.1038 0.4744 0.1083
1.7293 -0.2518 -0.0060
-1.0352 -0.1246 -0.7029
-0.0356 -0.0345 0.2064
-0.9047 -0.4522 -0.0854
0.0485 -0.4384 -0.3245
-1.2600 -0.6488 -0.2190
0.0448 0.1258 1.1713
0.3804 0.8573 -0.9480
0.7314 -0.0116 0.7910
-0.8081 1.6044 -0.2966
0.4437 0.2932 -0.1683
0.7993 0.7647 -0.3305
0.3784 0.0054 0.4957
-0.1825 0.0300 0.0048
0.4165 -0.3248 -0.1496
0.4238 -0.3758 0.1792
-0.2926 -0.7367 0.4650
-0.4350 -0.4085 0.2615
0.3948 -0.4584 -0.7351
-0.6042 -0.5736 -0.1386
-0.1773 -0.3225 -0.0234
-0.1765 0.0495 -0.3375
0.1173 0.1033 -0.5340
0.1790 -0.2287 -0.8324
0.1813 0.2775 -0.4799
-0.5068 0.5147 0.6165
0.8092 -0.6169 -0.4849
0.2914 0.9859 -1.5255
0.7906 -0.2162 0.0204
-0.3226 0.1908 -0.3881
-0.7258 -0.5568 0.4604
0.1453 0.5069 1.6656
-0.4896 -0.0362 -0.1724
-0.1295 -0.1851 0.0061
-0.0094 -0.1244 0.1036
0.2515 -0.0905 0.3543
-0.8394 0.3916 -0.1880
-0.1334 0.3062 0.8081
0.4473 -1.2504 0.4751
-0.6290 -0.2815 -0.3662
0.1100 1.1240 0.1389
0.5606 0.6313 -0.0980
-0.0094 -0.3245 0.0033
0.7777 0.3250 -1.2577
-0.3461 -0.1056 -0.5279
-0.1380 -0.1463 0.4131
0.6801 -0.0714 -0.3882
-0.2307 0.0868 -0.0645
0.1253 0.1053 0.1706
-0.1990 -0.0124 -0.1892
0.0160 -0.6882 1.1652
-0.0650 -0.1041 -0.3330
-0.1298 0.0363 0.3405
-0.6542 -0.2078 0.5218
0.2415 -0.3018 0.0346
-0.0509 0.0908 0.5028
-0.8851 0.5486 -1.7661
2.3175 1.3811 2.8342
-0.1227 -0.6976 -0.5557
-1.7056 -1.8659 -0.8372
1.0147 0.8188 0.7782
0.2719 -0.9924 0.7582
-0.1693 0.3447 0.0599
0.0675 -0.6385 -0.2660
-0.4111 0.0022 -0.0048
-0.0257 -0.4909 -0.3517
-0.6931 1.2626 0.4975
0.6777 -0.6307 0.3482
0.1137 0.6091 -0.2687
0.2733 0.3816 -0.6604
-0.5004 -0.4045 -0.1652
0.5602 -0.2917 0.1286
-0.7159 0.6292 -0.5931

The value obtained for the lowest unoccupied orbital energy is 0.0237 Ha. As for the HOMO energy: -8.76 eV. As for the spin multiplicity: 1. The structure (SMILES) is COC[C@H](C)N.COC[C@H](C)N.COC[C@H](C)N.COC[C@H](C)N.COC[C@H](C)N.COC[C@H](C)N.

***

Taking the records one at a time from the top gives relative energy (zero: lowest compared OMol25 entry of this formula, charge and spin) values of 206.3 0.0 73.3 165.0 kJ/mol.
Taking the records one at a time from the top gives M values of 153.0 229.0 167.0 534.8 g mol⁻¹.